[1]
The following is a DFT calculation (ωB97M-V with the def2-TZVPD basis set) of a molecular structure, C48H117F6LiN8O19S2 at a distorted geometry.

Structure (ORCA input):
```
! RIJCOSX wB97M-V def2-TZVPD def2/J DEFGRID3
* xyz 0 1
Li -13.623 -9.406 -3.952
C -12.794 -13.349 -3.395
F -13.175 -12.665 -4.496
F -13.848 -13.672 -2.670
F -12.248 -14.501 -3.726
S -11.457 -12.279 -2.398
O -10.824 -13.167 -1.425
O -10.595 -11.780 -3.451
N -12.491 -10.988 -1.885
S -12.447 -11.035 -0.359
O -13.301 -12.058 0.278
O -11.043 -11.022 0.168
C -13.239 -9.304 0.213
F -12.518 -8.254 -0.119
F -14.480 -9.180 -0.250
F -13.363 -9.313 1.537
C -11.727 -13.250 5.181
C -12.220 -11.935 5.702
C -13.689 -12.097 6.183
O -11.458 -11.416 6.761
H -12.017 -14.076 5.830
H -10.641 -13.196 5.101
H -12.070 -13.664 4.232
H -12.255 -11.199 4.899
H -14.068 -11.224 6.714
H -13.849 -12.852 6.953
H -14.379 -12.326 5.371
H -11.655 -10.479 6.833
C -17.992 -11.368 -2.904
C -17.821 -11.478 -4.431
C -19.061 -11.074 -5.253
O -16.648 -10.702 -4.870
H -18.132 -10.326 -2.616
H -17.052 -11.580 -2.395
H -18.715 -12.073 -2.495
H -17.546 -12.506 -4.667
H -19.174 -9.998 -5.126
H -20.012 -11.535 -4.987
H -18.922 -11.142 -6.332
H -16.703 -10.691 -5.829
C -17.087 -0.469 2.610
C -16.647 -0.906 1.254
C -15.830 -2.164 1.328
O -14.560 -1.716 1.745
C -13.508 -2.672 1.835
N -17.803 -1.111 0.409
H -16.204 -0.249 3.211
H -17.699 -1.161 3.188
H -17.672 0.449 2.558
H -16.149 -0.026 0.847
H -15.763 -2.548 0.310
H -16.266 -2.920 1.981
H -13.128 -3.049 0.885
H -13.784 -3.498 2.489
H -12.623 -2.282 2.338
H -18.405 -0.305 0.501
H -18.445 -1.870 0.586
C -5.201 -13.416 1.184
O -3.823 -13.097 1.027
C -3.674 -11.946 0.175
C -2.235 -11.443 0.197
N -1.456 -12.148 -0.804
C -0.072 -11.714 -0.941
C 0.666 -12.272 -2.178
O 0.766 -13.699 -2.047
C 0.965 -14.394 -3.241
H -5.785 -12.701 1.765
H -5.262 -14.366 1.716
H -5.670 -13.534 0.207
H -4.421 -11.242 0.540
H -3.899 -12.272 -0.840
H -1.838 -11.720 1.174
H -2.116 -10.363 0.109
H -1.420 -13.133 -0.583
H 0.484 -11.933 -0.030
H -0.109 -10.634 -1.083
H 1.672 -11.864 -2.272
H 0.111 -12.026 -3.083
H 0.153 -14.162 -3.930
H 0.952 -15.461 -3.019
H 1.929 -14.328 -3.746
C -5.658 -19.028 -14.015
O -5.936 -18.191 -12.873
C -5.115 -18.475 -11.742
C -5.577 -17.891 -10.399
N -6.676 -18.626 -9.898
C -7.222 -18.018 -8.723
C -8.682 -18.521 -8.530
O -9.437 -18.041 -9.668
C -9.847 -16.637 -9.561
H -4.596 -18.965 -14.249
H -6.191 -18.659 -14.891
H -5.934 -20.066 -13.825
H -4.204 -17.957 -12.040
H -4.942 -19.550 -11.699
H -5.815 -16.843 -10.580
H -4.752 -17.992 -9.693
H -7.420 -18.517 -10.572
H -7.113 -16.937 -8.804
H -6.750 -18.265 -7.773
H -9.022 -18.206 -7.543
H -8.684 -19.611 -8.548
H -10.504 -16.320 -10.370
H -8.913 -16.098 -9.723
H -10.390 -16.387 -8.650
C -15.785 -6.768 -4.353
O -14.486 -7.269 -4.270
C -13.555 -6.438 -4.963
C -12.279 -7.215 -5.358
N -12.618 -8.282 -6.317
C -13.355 -7.895 -7.535
C -13.506 -9.074 -8.531
O -14.419 -10.008 -8.121
C -14.647 -11.059 -9.101
H -15.830 -5.735 -4.008
H -16.498 -7.458 -3.901
H -16.042 -6.782 -5.412
H -13.341 -5.669 -4.221
H -14.063 -5.969 -5.805
H -11.684 -7.610 -4.534
H -11.613 -6.465 -5.784
H -11.732 -8.727 -6.509
H -12.808 -7.121 -8.073
H -14.309 -7.442 -7.269
H -12.545 -9.583 -8.461
H -13.647 -8.838 -9.586
H -14.920 -10.609 -10.055
H -15.437 -11.705 -8.716
H -13.756 -11.651 -9.311
C -6.944 -4.880 1.488
O -6.402 -5.676 2.544
C -7.219 -6.657 3.089
C -6.607 -7.157 4.389
N -6.589 -6.092 5.420
C -5.801 -6.305 6.655
C -4.317 -6.260 6.440
O -3.929 -4.983 5.900
C -2.544 -4.905 5.614
H -7.978 -4.574 1.651
H -7.016 -5.435 0.553
H -6.359 -4.005 1.202
H -7.310 -7.447 2.344
H -8.210 -6.285 3.350
H -5.567 -7.406 4.175
H -7.013 -8.060 4.845
H -6.326 -5.206 5.013
H -5.963 -7.297 7.075
H -6.087 -5.507 7.341
H -3.862 -6.989 5.770
H -3.861 -6.502 7.400
H -2.359 -3.856 5.383
H -2.203 -5.624 4.870
H -2.015 -5.097 6.547
C -6.785 -18.668 -3.752
O -5.937 -17.550 -3.979
C -6.506 -16.251 -3.647
C -5.422 -15.153 -3.862
N -4.809 -15.124 -5.181
C -3.619 -14.234 -5.352
C -3.157 -14.186 -6.836
O -2.610 -15.325 -7.285
C -2.054 -15.183 -8.587
H -7.033 -18.842 -2.705
H -6.182 -19.520 -4.064
H -7.726 -18.594 -4.296
H -6.822 -16.193 -2.605
H -7.352 -15.995 -4.285
H -4.652 -15.212 -3.093
H -6.069 -14.290 -3.707
H -4.631 -16.085 -5.432
H -2.802 -14.536 -4.697
H -3.834 -13.230 -4.986
H -2.474 -13.354 -7.007
H -4.076 -14.012 -7.397
H -2.806 -14.950 -9.341
H -1.582 -16.087 -8.974
H -1.219 -14.483 -8.561
C -16.207 -17.453 -6.873
O -15.251 -18.464 -6.471
C -15.738 -19.286 -5.359
C -14.533 -20.009 -4.732
N -14.957 -20.762 -3.525
C -15.701 -19.960 -2.552
C -14.919 -18.707 -2.041
O -15.305 -18.345 -0.698
C -14.966 -17.028 -0.314
H -15.718 -16.676 -7.462
H -16.587 -16.949 -5.984
H -16.997 -17.933 -7.450
H -16.413 -20.045 -5.753
H -16.284 -18.666 -4.647
H -13.854 -19.189 -4.498
H -14.084 -20.596 -5.533
H -15.645 -21.465 -3.755
H -15.787 -20.625 -1.693
H -16.727 -19.752 -2.856
H -15.178 -17.882 -2.706
H -13.850 -18.910 -2.103
H -13.907 -16.795 -0.204
H -15.287 -16.837 0.710
H -15.459 -16.276 -0.931
*
```

Löwdin atomic charge list, values in e, 99 entries:
1. Li 0.745
2. C -0.648
3. F 0.102
4. F 0.141
5. F 0.150
6. S 0.685
7. O -0.284
8. O -0.321
9. N -0.359
10. S 0.566
11. O -0.327
12. O -0.346
13. C -0.662
14. F 0.143
15. F 0.114
16. F 0.134
17. C -0.062
18. C -0.502
19. C -0.068
20. O -0.040
21. H 0.077
22. H 0.081
23. H 0.084
24. H 0.131
25. H 0.065
26. H 0.072
27. H 0.075
28. H 0.090
29. C -0.043
30. C -0.442
31. C -0.056
32. O -0.083
33. H 0.077
34. H 0.072
35. H 0.086
36. H 0.125
37. H 0.076
38. H 0.082
39. H 0.071
40. H 0.064
41. C -0.085
42. C -0.462
43. C -0.209
44. O -0.187
45. C -0.100
46. N 0.023
47. H 0.080
48. H 0.082
49. H 0.075
50. H 0.146
51. H 0.122
52. H 0.132
53. H 0.081
54. H 0.083
55. H 0.083
56. H 0.064
57. H 0.071
58. C -0.116
59. O -0.203
60. C -0.208
61. C -0.206
62. N -0.075
63. C -0.209
64. C -0.194
65. O -0.194
66. C -0.133
67. H 0.084
68. H 0.086
69. H 0.082
70. H 0.115
71. H 0.116
72. H 0.116
73. H 0.119
74. H 0.113
75. H 0.117
76. H 0.113
77. H 0.117
78. H 0.113
79. H 0.080
80. H 0.086
81. H 0.081
82. C -0.097
83. O -0.210
84. C -0.218
85. C -0.227
86. N -0.064
87. C -0.233
88. C -0.179
89. O -0.215
90. C -0.072
91. H 0.079
92. H 0.083
93. H 0.084
94. H 0.114
95. H 0.119
96. H 0.119
97. H 0.127
98. H 0.107
99. H 0.101


[2]
The following is a DFT calculation (ωB97M-V with the def2-TZVPD basis set) of 2 unconnected molecules or ions with the total composition C5H14NO at a distorted geometry.

Computed properties:
Energy above the lowest of the compared OMol25 structures with the same formula, charge and spin in kJ/mol: 390.0

Structure (ORCA input):
```
! RIJCOSX wB97M-V def2-TZVPD def2/J DEFGRID3
* xyz 1 1
C 0.817 -1.110 -0.518
O -0.283 -0.968 -1.422
C 1.251 0.240 -0.188
C 0.373 1.329 0.082
C 0.758 2.141 1.344
C 0.808 1.229 2.548
N -2.818 -2.657 -2.208
H 0.311 -1.640 0.300
H 1.598 -1.741 -0.937
H 0.120 -0.549 -2.199
H 2.285 0.514 -0.413
H -0.669 1.047 0.190
H 0.467 1.977 -0.812
H -0.009 2.885 1.537
H 1.748 2.573 1.272
H 1.373 1.715 3.339
H 1.371 0.310 2.347
H -0.140 0.913 2.968
H -3.680 -2.601 -1.678
H -2.873 -2.006 -2.979
H -2.807 -3.603 -2.572
*
```

Which charges does natural (NBO) predict for the atoms? In e, they are:
1. C -0.240
2. O -0.591
3. C 0.428
4. C -0.564
5. C -0.365
6. C -0.613
7. N -1.078
8. H 0.288
9. H 0.231
10. H 0.470
11. H 0.220
12. H 0.266
13. H 0.324
14. H 0.250
15. H 0.224
16. H 0.246
17. H 0.185
18. H 0.232
19. H 0.363
20. H 0.358
21. H 0.365


[3]
The following is a DFT calculation (ωB97M-V with the def2-TZVPD basis set) of a gas-phase ion, C5H12N (charge +1) at a distorted geometry.

Computed properties:
Energy above the lowest of the compared OMol25 structures with the same formula, charge and spin in kJ/mol: 145.1

Structure (ORCA input):
```
! RIJCOSX wB97M-V def2-TZVPD def2/J DEFGRID3
* xyz 1 1
C 0.737 -2.008 0.447
C 0.472 -0.712 -0.356
C 0.660 0.497 0.548
C 0.049 1.765 -0.017
C -0.850 2.520 0.608
N -0.844 -0.776 -1.081
H 0.363 -1.913 1.469
H 0.362 -2.832 -0.172
H 1.795 -2.163 0.635
H 1.187 -0.658 -1.179
H 1.636 0.614 0.994
H 0.065 0.357 1.463
H 0.515 1.954 -0.979
H -1.332 3.271 -0.004
H -1.336 2.369 1.571
H -1.100 -1.684 -1.480
H -0.782 -0.223 -1.953
H -1.597 -0.378 -0.514
*
```

Which charges does natural (NBO) predict for the atoms? In e, they are:
1. C -0.625
2. C -0.043
3. C -0.475
4. C -0.230
5. C -0.349
6. N -0.679
7. H 0.238
8. H 0.215
9. H 0.259
10. H 0.216
11. H 0.270
12. H 0.214
13. H 0.202
14. H 0.218
15. H 0.219
16. H 0.448
17. H 0.448
18. H 0.454


Number 1: electronic energy -140663.1745 eV, lowest unoccupied orbital energy -0.3 eV. Number 2: electronic energy -8939.9664 eV, lowest unoccupied orbital energy -7.1 eV. Number 3: electronic energy -6862.0547 eV, lowest unoccupied orbital energy -3.6 eV.